[1]
{"formula": "C16H29BCl2O4Ru", "method": "wB97M-V/def2-TZVPD", "e_homo_ha": [0.008, -0.034], "e_lumo_ev": [4.6, 4.6], "total_charge": -2, "s2": 6.1751, "homo_lumo_gap_ev": [4.4037, 5.5610], "spin_multiplicity": 5, "species": ["C", "C", "C", "C", "C", "C", "C", "C", "C", "C", "Ru", "Cl", "Cl", "O", "H", "H", "H", "H", "H", "H", "H", "H", "H", "H", "H", "H", "H", "H", "H", "H", "O", "H", "C", "C", "C", "O", "B", "O", "C", "C", "C", "H", "H", "H", "H", "H", "H", "H", "H", "H", "H", "H", "H"], "coordinates": [[-0.9470, 2.0786, -0.0227], [-0.7448, 1.8057, -1.4194], [0.6463, 1.7570, -1.6660], [-1.7918, 1.7302, -2.4647], [1.3245, 1.9731, -0.4448], [0.3439, 2.1821, 0.5833], [0.6260, 2.5749, 1.9872], [-2.2513, 2.3312, 0.6397], [1.2858, 1.5625, -2.9872], [2.7935, 2.1039, -0.3027], [0.0000, 0.0000, 0.0000], [-2.5374, -2.0967, -4.0313], [-2.1043, -0.8754, -0.7193], [1.6413, -0.6075, 1.0245], [-2.7755, 1.5702, -2.0411], [-1.6005, 0.9227, -3.1653], [-1.8071, 2.6675, -3.0248], [0.7116, 0.8891, -3.6150], [2.2861, 1.1530, -2.8918], [1.3616, 2.5224, -3.5025], [3.3205, 1.3441, -0.8722], [3.1090, 2.0175, 0.7299], [3.1044, 3.0819, -0.6760], [1.5341, 2.1079, 2.3562], [-0.1869, 2.2910, 2.6483], [0.7488, 3.6572, 2.0546], [-3.0312, 1.6981, 0.2293], [-2.5451, 3.3734, 0.5033], [-2.2002, 2.1302, 1.7049], [2.2063, -1.2039, 0.5153], [-0.7497, -0.4632, 1.7113], [-0.0527, -0.5681, 2.3779], [-1.2500, -5.4545, 1.4999], [-0.3046, -4.2530, 1.2743], [0.1340, -3.7501, 2.6810], [-0.9996, -3.2237, 0.6304], [0.0853, -2.5185, -0.0806], [1.3288, -3.3030, -0.1669], [0.9027, -4.5601, 0.3134], [2.0677, -5.2854, 1.0165], [0.4851, -5.4164, -0.9147], [-0.7080, -6.2988, 1.9750], [-1.7039, -5.8022, 0.5495], [-2.0934, -5.1612, 2.1632], [-0.7547, -3.4374, 3.2717], [0.6453, -4.5536, 3.2535], [0.8194, -2.8812, 2.6101], [1.7320, -6.2655, 1.4193], [2.8980, -5.4622, 0.3009], [2.4815, -4.6771, 1.8466], [-0.3562, -4.9443, -1.4663], [1.3388, -5.5199, -1.6161], [0.1772, -6.4386, -0.6074]], "mulliken_spin": [0.09, 0.00, 0.23, 0.00, -0.04, 0.11, -0.01, -0.01, 0.03, -0.01, 3.29, 0.00, 0.19, 0.16, 0.00, 0.00, 0.01, -0.01, 0.00, 0.00, 0.01, 0.00, 0.02, 0.00, 0.00, 0.00, 0.00, 0.00, 0.00, 0.00, 0.37, 0.00, 0.00, -0.01, 0.00, -0.01, -0.37, -0.07, 0.01, 0.00, 0.00, 0.00, 0.00, 0.00, 0.00, 0.00, 0.00, 0.00, 0.00, 0.00, 0.00, 0.00, 0.00]}

---

[2]
{"formula": "C16H29BF4NO16", "method": "wB97M-V/def2-TZVPD", "e_homo_ha": -0.179, "e_lumo_ev": 2.3, "total_charge": -1, "homo_lumo_gap_ev": 7.1547, "species": ["O", "C", "O", "C", "N", "C", "F", "F", "C", "F", "F", "B", "O", "O", "H", "H", "H", "H", "H", "C", "O", "C", "O", "O", "C", "H", "H", "H", "H", "H", "H", "C", "O", "C", "O", "O", "C", "H", "H", "H", "H", "H", "H", "C", "O", "C", "O", "O", "C", "H", "H", "H", "H", "H", "H", "C", "O", "C", "O", "O", "C", "H", "H", "H", "H", "H", "H"], "coordinates": [[0.9833, -0.9501, -2.2174], [1.1968, 0.2781, -2.3652], [1.3552, 0.9420, -3.3837], [1.1905, 1.1342, -1.0512], [2.5386, 1.7421, -0.8703], [2.5363, 3.0337, -0.3850], [1.9798, 3.1497, 0.8638], [3.8240, 3.4473, -0.1997], [1.8824, 4.0241, -1.3577], [1.3209, 5.0294, -0.6507], [2.8071, 4.5490, -2.1465], [0.7844, 0.1447, 0.1366], [-0.4856, 0.1866, 0.6472], [1.6502, -0.7910, 0.6716], [0.4081, 1.8810, -1.1402], [3.1020, 1.1607, -0.2669], [1.1269, 3.5774, -1.9868], [-0.9324, 0.9730, 0.3309], [2.2912, -0.3532, 1.2347], [-2.2989, -2.4198, -0.4921], [-2.9854, -3.1637, 0.5346], [-4.0914, -2.6010, 0.9805], [-4.5562, -1.5465, 0.6285], [-4.6232, -3.3975, 1.9180], [-5.8237, -2.8901, 2.4963], [-1.4119, -2.9860, -0.7559], [-2.9275, -2.3203, -1.3746], [-1.9964, -1.4435, -0.1256], [-6.5976, -2.7735, 1.7391], [-5.6418, -1.9386, 2.9940], [-6.1468, -3.6225, 3.2313], [6.5032, 5.2087, 0.0905], [7.5172, 4.4498, 0.7606], [8.6021, 4.2181, 0.0327], [8.8007, 4.5931, -1.0920], [9.4509, 3.4955, 0.7709], [10.6666, 3.1689, 0.1023], [5.6841, 5.3227, 0.7932], [6.8822, 6.1915, -0.1854], [6.1430, 4.6799, -0.7882], [11.2119, 4.0713, -0.1690], [10.4693, 2.5704, -0.7852], [11.2588, 2.5875, 0.8037], [-0.4269, -6.6286, -4.7498], [-1.4351, -7.3710, -4.0569], [-2.0208, -6.6873, -3.0741], [-1.7697, -5.5591, -2.7564], [-2.9340, -7.4741, -2.5001], [-3.6319, -6.8475, -1.4214], [-0.0305, -7.2882, -5.5167], [-0.8542, -5.7446, -5.2182], [0.3730, -6.3402, -4.0713], [-4.1751, -5.9720, -1.7721], [-2.9430, -6.5645, -0.6281], [-4.3375, -7.5817, -1.0422], [-6.3681, 3.9674, 3.9839], [-5.6491, 2.7727, 4.2785], [-4.9565, 2.2870, 3.2401], [-4.9143, 2.7759, 2.1434], [-4.3336, 1.1870, 3.6391], [-3.5473, 0.5442, 2.6201], [-6.8808, 4.2538, 4.8983], [-5.6877, 4.7638, 3.6876], [-7.1019, 3.7924, 3.1988], [-2.7562, 1.2059, 2.2739], [-4.1720, 0.2256, 1.7909], [-3.0951, -0.3301, 3.0807]], "lowdin_charge": [-0.03, -0.70, -0.02, -0.12, 0.13, -0.54, 0.09, 0.09, -0.32, 0.08, 0.11, -0.64, 0.16, 0.15, 0.12, 0.13, 0.15, 0.09, 0.09, 0.00, 0.01, -0.63, 0.10, 0.00, -0.05, 0.10, 0.10, 0.08, 0.10, 0.09, 0.09, -0.03, 0.01, -0.63, 0.12, 0.00, -0.05, 0.09, 0.10, 0.10, 0.09, 0.10, 0.09, -0.04, 0.00, -0.63, 0.14, 0.00, -0.04, 0.09, 0.10, 0.10, 0.10, 0.10, 0.09, -0.05, 0.00, -0.63, 0.13, 0.01, -0.02, 0.09, 0.10, 0.10, 0.09, 0.08, 0.10]}

---

[3]
{"formula": "C16H29F3N8O2OsPS3", "method": "wB97M-V/def2-TZVPD", "e_homo_ha": [-0.515, -0.521], "e_lumo_ev": [-5.4, -7.7], "total_charge": 2, "s2": 8.7631, "homo_lumo_gap_ev": [8.6268, 6.4449], "spin_multiplicity": 6, "e_above_lowest_kcal_mol": 8.5, "species": ["Os", "N", "N", "C", "N", "S", "H", "H", "H", "H", "H", "C", "C", "O", "P", "S", "S", "O", "C", "C", "H", "H", "H", "H", "H", "H", "H", "H", "H", "H", "F", "C", "F", "F", "C", "C", "C", "N", "C", "C", "H", "H", "H", "H", "C", "C", "C", "C", "N", "C", "N", "N", "N", "H", "H", "H", "H", "H", "H", "H", "H", "H", "H"], "coordinates": [[0.2405, 0.2112, 0.1466], [-0.9461, -1.4078, -1.6489], [-2.1916, -0.9270, -2.0493], [-2.5588, 0.3306, -1.7940], [-3.7192, 0.7482, -2.2734], [-1.5941, 1.4453, -0.9054], [-0.3226, -1.4872, -2.4482], [-1.0535, -2.3141, -1.2047], [-2.7693, -1.5088, -2.6421], [-4.3133, 0.1750, -2.8535], [-4.0239, 1.6884, -2.0780], [2.1661, 2.6552, 2.8384], [2.1386, 1.1875, 3.1748], [2.0372, 0.4338, 1.9177], [2.6872, -1.0573, 1.8372], [2.4282, -2.1654, 3.3523], [1.6853, -1.6353, 0.0763], [4.1847, -0.8394, 1.4501], [4.6652, -0.0300, 0.3379], [5.4872, -0.8951, -0.5844], [2.2441, 3.2325, 3.7599], [1.2518, 2.9644, 2.3232], [3.0331, 2.8899, 2.2188], [1.2724, 0.9206, 3.7789], [3.0352, 0.8674, 3.7013], [5.2506, 0.7637, 0.7982], [3.8100, 0.4086, -0.1828], [6.3063, -1.3624, -0.0404], [5.9051, -0.2922, -1.3913], [4.8659, -1.6772, -1.0205], [-2.9466, 0.8520, 6.5402], [-2.8292, -0.3349, 5.9425], [-2.1587, -1.1546, 6.7519], [-4.0539, -0.8357, 5.7534], [-2.1257, -0.2035, 4.6043], [-1.4989, -1.3017, 4.0485], [-0.8960, -1.1643, 2.8132], [-0.9064, -0.0019, 2.1474], [-1.5219, 1.0623, 2.6909], [-2.1414, 1.0027, 3.9194], [-1.4589, -2.2491, 4.5687], [-0.3805, -1.9935, 2.3498], [-1.5176, 1.9800, 2.1169], [-2.6228, 1.8771, 4.3337], [5.5002, 3.9536, -0.6055], [5.2020, 4.0501, -2.0995], [5.6713, 2.8068, -2.8484], [3.7293, 4.3573, -2.3684], [2.8204, 3.2864, -1.9169], [2.3010, 3.0623, -0.7147], [1.5933, 1.9586, -0.7860], [1.6886, 1.5169, -2.0686], [2.4216, 2.3113, -2.7470], [6.5718, 3.8458, -0.4395], [5.0177, 3.0775, -0.1580], [5.1731, 4.8460, -0.0654], [5.7341, 4.9193, -2.4941], [5.1601, 1.9089, -2.4893], [6.7409, 2.6591, -2.7025], [5.4862, 2.8890, -3.9201], [3.5454, 4.4760, -3.4338], [3.4244, 5.2697, -1.8580], [2.4459, 3.6883, 0.1488]], "mulliken_spin": [4.03, 0.09, 0.00, -0.01, 0.02, 0.17, -0.01, -0.01, 0.00, 0.00, 0.00, 0.01, -0.01, 0.04, 0.05, 0.04, 0.35, 0.01, 0.01, 0.00, 0.00, -0.01, 0.00, 0.00, 0.00, 0.00, 0.00, 0.00, 0.00, 0.00, 0.00, 0.00, 0.00, 0.00, 0.00, 0.00, 0.00, 0.13, 0.00, 0.00, 0.00, -0.01, 0.00, 0.00, 0.00, 0.00, 0.00, 0.00, 0.01, 0.00, 0.04, 0.01, 0.01, 0.00, 0.00, 0.00, 0.00, 0.00, 0.00, 0.00, 0.00, 0.00, 0.00]}

---

[4]
{"formula": "C16H29F3O11", "method": "wB97M-V/def2-TZVPD", "e_homo_ha": -0.399, "e_lumo_ev": 0.6, "homo_lumo_gap_ev": 11.4753, "e_above_lowest_kcal_mol": 0.0, "smiles": "CCOC(=O)C(F)(F)F.CCOC(=O)OC.CCOC(=O)OC.CCOC(=O)OC", "species": ["C", "C", "O", "C", "O", "C", "F", "F", "F", "H", "H", "H", "H", "H", "C", "C", "O", "C", "O", "O", "C", "H", "H", "H", "H", "H", "H", "H", "H", "C", "C", "O", "C", "O", "O", "C", "H", "H", "H", "H", "H", "H", "H", "H", "C", "C", "O", "C", "O", "O", "C", "H", "H", "H", "H", "H", "H", "H", "H"], "coordinates": [[2.1097, -1.5632, 1.2905], [1.8821, -1.6653, -0.1955], [3.1670, -1.5357, -0.8598], [3.2200, -0.8097, -1.9509], [2.3151, -0.2389, -2.4879], [4.6550, -0.7252, -2.5042], [4.8090, -1.6616, -3.4558], [4.8651, 0.4661, -3.0478], [5.5785, -0.9331, -1.5588], [2.7339, -2.3822, 1.6535], [1.1682, -1.6619, 1.8263], [2.5715, -0.6170, 1.5601], [1.2050, -0.8957, -0.5593], [1.4633, -2.6350, -0.4641], [0.0846, -1.4269, 7.6288], [0.5779, -1.1406, 6.2443], [-0.5569, -1.1041, 5.3741], [-0.3679, -0.5474, 4.1819], [0.6930, -0.1734, 3.7577], [-1.5271, -0.5196, 3.5415], [-1.6237, 0.2665, 2.3378], [-0.4565, -2.3620, 7.7701], [-0.5819, -0.6234, 7.9489], [0.9164, -1.4074, 8.3375], [1.3774, -1.7644, 5.8475], [1.0157, -0.1332, 6.2663], [-0.6990, 0.2293, 1.7642], [-1.8000, 1.3169, 2.5579], [-2.4362, -0.1876, 1.7841], [0.4380, -3.1553, -3.4308], [-0.0275, -1.8137, -3.9868], [-1.0509, -2.0020, -4.9686], [-2.2580, -1.5185, -4.6773], [-2.5085, -0.7183, -3.8227], [-3.1344, -2.0468, -5.5306], [-4.4659, -1.5832, -5.3927], [1.3823, -2.9775, -2.9092], [0.5855, -3.9326, -4.1770], [-0.2515, -3.5560, -2.6809], [0.8336, -1.3393, -4.4575], [-0.3286, -1.1668, -3.1671], [-5.0506, -1.9951, -6.2091], [-4.5294, -0.4956, -5.4480], [-4.8889, -1.9029, -4.4397], [-1.3967, 5.1087, 1.8840], [-2.2251, 4.5514, 0.7488], [-1.4585, 4.4139, -0.4600], [-0.6793, 3.3348, -0.5244], [-0.8090, 2.3431, 0.1453], [0.2503, 3.5400, -1.4515], [0.9904, 2.3845, -1.8376], [-0.8995, 6.0311, 1.5821], [-0.6547, 4.4478, 2.3310], [-2.0934, 5.3473, 2.6970], [-3.0009, 5.2607, 0.4767], [-2.6640, 3.5927, 1.0224], [0.3200, 1.5787, -2.1368], [1.6556, 2.0506, -1.0460], [1.5605, 2.6538, -2.7220]], "lowdin_charge": [-0.05, -0.18, 0.05, -0.40, 0.14, -0.54, 0.16, 0.18, 0.17, 0.09, 0.07, 0.09, 0.12, 0.12, -0.07, -0.23, 0.04, -0.62, 0.11, 0.01, -0.02, 0.08, 0.08, 0.08, 0.13, 0.13, 0.07, 0.09, 0.10, -0.05, -0.21, 0.05, -0.61, 0.13, 0.01, -0.05, 0.06, 0.08, 0.08, 0.12, 0.11, 0.09, 0.10, 0.10, -0.07, -0.21, 0.04, -0.60, 0.12, 0.02, -0.05, 0.08, 0.08, 0.08, 0.12, 0.11, 0.09, 0.09, 0.10]}

---

Which DFT total energy belongs to each record? In order, -53555.463 -62863.755 -85478.724 -47738.137 eV.
Which maximum force belongs to each record? In order, 5.7 1.5 0.5 1.2 eV/A.